No. 1
Molecular formula: C28H31AsN10OOs
Method: DFT, ωB97M-V/def2-TZVPD

Structure (XYZ):
```
72
C28H31AsN10OOs ωB97M-V/def2-TZVPD
Os -0.219 -0.364 0.675
N -4.260 -0.281 1.479
C -3.247 0.084 0.717
N -2.128 -0.345 1.318
C -2.562 -0.963 2.454
N -3.854 -0.928 2.595
C -0.412 -0.937 3.599
C 0.243 -1.771 4.722
N 1.474 -2.019 4.786
C 2.308 -1.556 3.773
C 1.805 -1.103 2.605
N 0.455 -0.875 2.406
H -5.251 -0.136 1.318
H -3.311 0.606 -0.224
H -0.423 -2.216 5.463
H 3.372 -1.650 3.943
H 2.452 -0.897 1.760
C 0.256 4.322 3.663
N 0.257 3.539 2.408
C 0.579 4.247 1.156
C -0.062 2.254 2.350
N -0.090 1.581 1.222
N -0.402 1.698 3.612
C -0.682 0.501 4.160
N -1.241 0.524 5.340
N -1.661 -1.571 3.301
H 0.565 5.335 3.431
H 0.972 3.919 4.381
H -0.750 4.395 4.087
H 0.928 5.244 1.400
H -0.305 4.334 0.520
H 1.387 3.738 0.627
H 0.150 2.165 0.427
H -0.542 2.456 4.274
H -1.529 1.378 5.810
H -1.419 -0.324 5.864
H -2.040 -2.241 3.958
O -0.917 0.029 -1.103
As 0.009 -0.520 -2.515
C -1.146 -1.302 -3.766
C -2.051 -0.492 -4.459
C -2.868 -1.076 -5.410
C -2.772 -2.441 -5.668
C -1.868 -3.237 -4.975
C -1.046 -2.673 -4.012
C 1.092 0.887 -3.139
C 1.004 1.281 -4.472
C 1.842 2.290 -4.930
C 2.752 2.883 -4.068
C 2.845 2.474 -2.737
C 2.015 1.473 -2.268
C 1.064 -1.797 -1.534
C 0.476 -2.376 -0.386
C 1.158 -3.365 0.330
C 2.429 -3.746 -0.077
C 3.017 -3.146 -1.186
C 2.342 -2.167 -1.917
H -2.119 0.573 -4.266
H -3.574 -0.469 -5.960
H -3.407 -2.887 -6.422
H -1.799 -4.295 -5.190
H -0.334 -3.293 -3.481
H 0.309 0.805 -5.153
H 1.789 2.603 -5.964
H 3.410 3.660 -4.435
H 3.583 2.925 -2.087
H 2.119 1.123 -1.242
H -0.627 -2.311 -0.230
H 0.684 -3.851 1.174
H 2.957 -4.526 0.456
H 4.007 -3.455 -1.500
H 2.813 -1.722 -2.786
```

Results
HOMO level (spin up / spin down) ... -0.695 / -0.695 hartree
LUMO energy (spin up / spin down) ... -13.834 / -13.830 eV
Energy ... -4033.31140 Ha
Kohn-Sham gap (spin up / spin down) ... 0.1868 / 0.1869 hartree
Strongest force on any atom ... 0.8 eV/A
Net charge ... +4

---

No. 2
Molecular formula: C5H6N2S
Method: DFT, ωB97M-V/def2-TZVPD

Structure (XYZ):
```
14
C5H6N2S ωB97M-V/def2-TZVPD
C 0.342 -0.495 -0.018
C 0.126 0.895 -0.510
C -1.096 1.331 -0.181
C -1.871 0.243 0.419
C -0.985 -0.931 0.496
H 3.391 -1.096 -0.120
H 2.670 0.425 -0.149
H 0.871 1.422 -1.069
H -1.550 2.337 -0.326
H -2.562 0.391 1.232
H -0.973 -1.597 1.348
N 2.563 -0.564 -0.435
N 1.412 -1.220 -0.005
S -2.338 -1.142 -0.683
```

Results
HOMO level ... -0.310 hartree
LUMO energy ... 0.115 eV
Energy ... -701.74758 Ha
Kohn-Sham gap ... 0.3144 hartree
SMILES ... N/N=C1\C=C[C@H]2S[C@@H]12
Strongest force on any atom ... 1.7 eV/A
Net charge ... 0

---

> Which value of energy does entry 2 give?

-701.74758 Ha

---

> Among the records above, which one has the lowest strongest force on any atom?

C28H31AsN10OOs

---

> Which value of energy does entry 2 give?

-701.74758 Ha